A molecular structure, C57H73HfN8O15 in a non-equilibrium geometry, computed with ωB97M-V with the def2-TZVPD basis set.

Geometry as XYZ:
```
154
Properties=species:S:1:pos:R:3:forces:R:3
Hf -3.330 -1.134 -0.103 6.80 -0.19 -4.14
C -2.450 -3.207 -4.516 0.13 -0.51 0.95
C -2.001 -4.359 -3.480 -1.45 -0.66 -0.26
C -0.771 -5.007 -4.168 1.39 -0.21 0.85
C 0.104 -5.961 -3.278 -1.77 0.29 -0.67
C 0.489 -5.134 -2.090 0.01 0.27 0.07
C -0.735 -4.588 -1.248 1.29 1.87 -0.25
N -1.661 -3.806 -2.150 0.90 0.95 0.29
O -2.767 -3.116 -1.477 -0.08 0.81 1.03
C -0.049 -3.595 -0.274 -0.44 0.70 -0.90
C -1.353 -5.672 -0.419 -0.55 -1.05 -0.49
C -3.108 -5.522 -3.378 0.18 1.72 -0.25
H -1.962 -2.241 -4.385 0.30 -0.11 0.72
H -3.511 -2.961 -4.478 -0.09 -0.37 -0.01
H -2.140 -3.470 -5.528 -0.39 -0.47 -0.08
H -0.115 -4.190 -4.470 0.17 0.19 -0.07
H -1.002 -5.544 -5.088 -0.66 0.15 0.05
H 0.933 -6.358 -3.864 0.19 0.22 0.10
H -0.524 -6.819 -3.037 0.04 -0.20 0.26
H 1.107 -4.359 -2.544 -0.37 0.88 0.25
H 1.232 -5.570 -1.422 -0.37 -0.61 0.36
H 0.361 -2.774 -0.863 0.36 -0.06 -0.14
H 0.755 -4.116 0.245 -0.08 0.12 0.27
H -0.729 -3.052 0.384 0.03 -0.53 0.27
H -1.237 -6.603 -0.974 -0.48 -0.30 0.09
H -2.408 -5.453 -0.256 0.01 -0.13 0.08
H -0.854 -5.854 0.533 0.09 0.30 0.10
H -2.813 -6.394 -2.794 0.47 -0.04 -0.39
H -3.373 -5.737 -4.414 -0.07 -0.55 0.08
H -4.012 -5.176 -2.876 0.00 0.38 -0.05
C -0.110 -0.588 -2.633 -1.48 1.25 0.70
C -0.839 0.643 -3.317 -0.37 -0.52 -1.66
C -0.299 0.744 -4.796 -0.49 -1.45 0.41
C -1.087 1.562 -5.773 0.10 1.24 0.29
C -2.543 1.236 -5.782 0.00 -1.62 1.47
C -3.147 1.251 -4.324 -0.66 0.08 -0.01
N -2.331 0.481 -3.360 1.11 -1.80 -0.52
O -2.921 0.294 -2.084 -0.69 -0.58 2.11
C -4.531 0.516 -4.458 0.17 0.83 0.12
C -3.328 2.728 -3.918 -1.21 0.37 0.44
C -0.431 1.911 -2.655 0.24 1.07 1.26
H -0.609 -1.546 -2.782 0.18 -0.04 -0.65
H -0.241 -0.453 -1.560 0.14 0.12 0.31
H 0.964 -0.594 -2.819 -0.07 -0.05 -0.42
H -0.283 -0.274 -5.186 0.15 -0.29 -0.01
H 0.730 1.103 -4.803 0.12 -0.07 0.32
H -0.651 1.454 -6.766 0.04 0.16 -0.06
H -0.993 2.600 -5.450 0.19 0.39 -0.36
H -2.622 0.185 -6.062 -0.20 -0.15 -0.44
H -3.116 1.841 -6.484 -0.14 0.07 0.28
H -5.163 0.545 -3.570 0.29 0.18 0.21
H -4.452 -0.533 -4.743 0.46 0.05 0.01
H -5.089 1.027 -5.242 -0.08 0.02 -0.13
H -2.529 3.439 -4.132 0.29 -0.42 -0.10
H -3.596 2.843 -2.868 0.34 -0.32 0.32
H -4.213 3.156 -4.390 -0.10 -0.08 -0.48
H -0.693 2.860 -3.122 -0.05 -0.26 -0.69
H 0.656 1.892 -2.572 0.14 0.18 0.47
H -0.933 2.006 -1.692 0.35 -0.33 0.46
C -0.483 0.725 2.843 -0.62 0.07 -0.11
C -0.258 0.382 1.373 -0.47 -0.98 0.92
C 1.253 -0.080 1.333 -0.57 -0.56 -1.37
O -1.198 -0.590 0.898 -1.61 -0.16 -0.53
H -1.498 1.047 3.079 -0.14 0.02 -0.31
H 0.170 1.568 3.069 0.27 -0.12 0.38
H -0.291 -0.134 3.485 0.29 0.10 0.13
H -0.418 1.342 0.883 0.28 0.03 -0.78
H 1.958 0.726 1.131 -0.18 0.25 0.24
H 1.454 -0.805 0.544 -0.46 0.06 -0.47
H 1.602 -0.639 2.201 -0.44 0.33 0.46
C 1.528 3.761 0.269 -0.44 -1.35 -0.43
C 1.243 4.448 1.419 0.02 0.46 0.01
C 1.504 5.799 1.442 0.15 0.42 0.29
C 2.189 6.415 0.392 -0.36 -1.83 0.44
C 2.526 5.669 -0.753 -0.12 0.42 0.07
C 2.106 4.352 -0.836 0.37 0.18 0.52
N 2.559 7.806 0.541 -1.20 -0.39 1.10
O 2.387 8.340 1.635 0.41 -0.19 -0.82
O 2.919 8.325 -0.468 0.94 1.47 -1.04
H 1.250 2.722 0.175 0.00 -0.21 0.14
H 0.795 4.014 2.300 -0.19 -0.30 -0.12
H 1.116 6.321 2.305 0.46 0.53 -0.05
H 3.094 6.061 -1.584 -0.06 0.46 0.16
H 2.306 3.730 -1.696 0.05 0.21 -0.18
C -2.336 6.252 1.573 -0.76 1.61 0.29
C -3.438 5.915 2.355 1.34 -0.91 -0.51
C -3.908 4.616 2.240 -1.10 0.06 0.61
C -3.339 3.678 1.392 1.63 0.95 -0.16
C -2.198 4.075 0.602 -2.30 -0.22 -0.35
C -1.792 5.414 0.635 -0.04 -1.63 0.22
N -3.924 2.306 1.395 -3.57 1.28 2.42
O -4.946 2.092 2.086 1.99 1.01 -0.92
O -3.467 1.459 0.706 2.13 -1.95 -2.12
H -2.012 7.282 1.588 0.25 0.13 0.12
H -3.851 6.588 3.092 -0.15 0.08 -0.20
H -4.802 4.420 2.812 0.07 -0.66 0.04
H -1.914 3.483 -0.255 0.41 -0.53 0.30
H -1.039 5.753 -0.060 0.07 0.01 0.04
C 3.736 -2.600 -0.017 0.95 -1.15 -1.55
C 4.711 -3.653 -0.047 -0.23 2.06 -0.67
C 5.384 -3.932 -1.244 0.73 0.03 0.01
C 5.056 -3.343 -2.457 -1.75 0.85 0.89
C 3.967 -2.451 -2.451 0.72 0.20 -0.31
C 3.393 -2.013 -1.262 0.07 -1.14 0.60
N 5.823 -3.613 -3.688 -1.06 0.00 -1.11
O 6.864 -4.203 -3.540 0.44 -0.07 -0.09
O 5.351 -3.278 -4.789 0.52 -0.20 1.85
H 3.266 -2.275 0.899 0.01 -0.03 0.06
H 5.175 -4.048 0.845 -0.47 -0.20 0.22
H 6.294 -4.511 -1.203 -0.12 -0.39 -0.02
H 3.610 -2.000 -3.365 0.15 -0.09 -0.20
H 2.605 -1.281 -1.364 -0.03 0.10 0.33
C 0.703 -4.742 4.768 0.57 0.39 -0.70
C 0.560 -3.467 4.200 -1.49 -1.26 0.09
C -0.602 -3.247 3.453 -0.21 0.08 0.16
C -1.569 -4.256 3.255 1.83 -0.10 -0.11
C -1.359 -5.554 3.789 0.00 0.47 0.33
C -0.215 -5.778 4.539 0.29 1.19 0.32
N -2.584 -4.036 2.232 -2.81 -2.69 -0.74
O -3.383 -4.957 2.002 1.32 0.81 1.07
O -2.659 -3.030 1.558 0.63 2.02 0.28
H 1.617 -4.937 5.308 -0.03 -0.16 0.27
H 1.262 -2.660 4.351 0.12 -0.10 0.09
H -0.739 -2.245 3.075 -0.34 -0.08 -0.56
H -2.032 -6.397 3.757 -0.40 0.35 -0.68
H -0.026 -6.728 5.016 -0.16 -0.13 -0.16
C 5.420 1.708 1.368 1.05 -1.30 -0.71
C 5.750 0.389 1.686 -0.73 -0.12 0.67
C 5.009 -0.304 2.654 -0.89 0.65 -0.36
C 3.898 0.352 3.249 1.64 1.11 -0.47
C 3.616 1.708 2.963 0.87 -0.84 -0.50
C 4.406 2.368 1.974 -1.73 0.04 1.61
N 3.176 -0.351 4.322 0.31 -1.46 0.50
O 3.652 -1.450 4.721 -1.26 2.37 -0.81
O 2.150 0.166 4.744 0.85 -0.55 -0.09
H 6.010 2.112 0.559 -0.08 0.59 0.08
H 6.586 -0.003 1.125 -0.05 -0.61 0.29
H 5.134 -1.342 2.924 0.43 0.03 -0.08
H 2.811 2.190 3.497 -0.04 0.14 -0.13
H 4.213 3.396 1.705 -0.23 0.07 0.12
C 0.969 4.775 5.846 -0.24 0.30 0.42
C 0.867 3.415 5.639 0.64 0.12 -0.07
C -0.356 2.824 5.464 -0.64 -1.87 -0.03
C -1.514 3.551 5.433 -0.71 1.29 0.32
C -1.432 4.921 5.660 0.08 0.60 0.19
C -0.191 5.536 5.919 -0.68 -0.61 -0.62
N -2.866 2.905 5.255 -1.71 -0.68 -0.16
O -3.910 3.571 5.470 2.73 -1.01 -0.43
O -2.900 1.714 4.896 0.43 2.17 0.71
H 1.941 5.201 6.047 0.02 0.19 -0.09
H 1.769 2.821 5.642 -0.05 -0.23 0.04
H -0.456 1.749 5.431 0.21 -0.13 -0.27
H -2.324 5.530 5.669 -0.13 -0.09 0.02
H -0.159 6.594 6.130 0.00 0.03 -0.02
```
Positions in Å, forces in eV/Å.

Calculated values
LUMO level (alpha / beta)   -1.4 / -1.4 eV
2S+1   2
HOMO level (alpha / beta)   -0.23940 / -0.23971 hartree

---

11 unconnected molecules or ions with the total composition C57H80N2O26P3 in a non-equilibrium geometry, computed with ωB97M-V with the def2-TZVPD basis set.

Geometry as XYZ:
```
168
Properties=species:S:1:pos:R:3:forces:R:3
C -3.230 -1.385 0.506 1.24 -0.58 -0.28
C -2.402 -0.276 1.118 -0.71 1.79 0.93
N -0.949 -0.374 1.132 1.01 -0.36 0.37
C -0.173 -0.600 0.019 -0.23 0.78 0.42
C 1.108 -0.412 0.411 0.80 -0.25 -0.86
N 1.127 -0.188 1.752 -0.91 1.03 0.76
C -0.127 -0.091 2.184 -1.51 -1.44 -1.03
C 2.297 0.049 2.584 1.01 -1.13 -1.26
H -4.279 -1.268 0.757 -0.01 0.17 -0.17
H -2.919 -2.385 0.822 0.01 0.10 0.43
H -3.031 -1.409 -0.569 -0.55 0.16 0.08
H -2.693 0.029 2.128 -0.02 -0.74 0.22
H -2.607 0.678 0.620 -0.05 -0.23 -0.48
H -0.574 -0.720 -0.973 0.06 -0.05 0.33
H 2.009 -0.337 -0.182 0.02 -0.30 0.03
H -0.504 -0.119 3.194 0.28 0.45 0.12
H 2.785 -0.919 2.729 -0.23 0.01 0.66
H 2.050 0.569 3.499 0.01 0.03 -0.05
H 3.037 0.526 1.938 -0.19 0.73 0.36
C 5.584 -1.055 -2.022 0.22 1.17 1.79
C 6.939 -1.412 -1.992 -1.05 -0.60 -1.39
C 7.901 -0.497 -1.634 0.40 0.45 1.15
C 7.522 0.706 -1.057 -0.28 0.58 0.12
C 6.183 1.060 -0.953 0.38 -0.65 -0.29
C 5.238 0.142 -1.384 -0.64 0.41 -0.59
O 3.893 0.449 -1.264 0.06 -0.38 -0.03
O 9.218 -0.856 -1.688 0.13 -0.60 -0.29
H 4.711 -1.623 -2.308 0.45 -0.60 -0.29
H 7.234 -2.387 -2.360 0.17 0.06 -0.08
H 8.248 1.384 -0.621 0.24 -0.05 -0.29
H 5.872 2.027 -0.587 0.03 -0.07 0.26
H 3.799 1.187 -0.643 0.08 0.28 -0.06
H 9.801 -0.096 -1.631 -0.15 0.15 0.09
C -3.485 2.698 3.004 0.59 1.21 1.01
C -2.635 3.809 3.046 0.35 0.73 -0.18
C -1.725 4.033 4.065 0.72 -1.97 0.48
C -1.527 3.022 5.021 -0.18 1.01 0.44
C -2.404 1.964 5.082 -0.33 0.03 -0.88
C -3.405 1.860 4.110 -0.36 -1.05 0.55
O -4.345 0.872 4.257 -0.61 0.13 -1.28
O -0.900 5.099 3.972 0.01 1.01 -0.70
H -4.254 2.681 2.247 -0.10 -0.47 0.05
H -2.597 4.616 2.321 -0.53 -0.34 -0.39
H -0.795 3.171 5.808 0.13 -0.12 -0.09
H -2.348 1.182 5.827 0.11 0.13 0.19
H -4.340 0.409 5.092 0.49 0.18 0.23
H -0.287 5.232 4.696 -0.21 -0.39 0.35
C 1.315 -0.904 -4.436 -0.33 -1.07 0.70
C 1.783 -0.911 -5.734 -0.58 0.34 0.75
C 0.869 -1.139 -6.769 1.80 0.75 -0.19
C -0.453 -1.395 -6.495 -0.65 -0.97 0.37
C -0.855 -1.653 -5.180 0.21 1.32 0.46
C 0.024 -1.349 -4.147 0.28 -0.07 -0.37
O -0.308 -1.398 -2.803 0.21 -0.17 -0.12
O 1.301 -1.047 -8.058 -1.17 -0.41 -0.94
H 1.942 -0.732 -3.569 0.25 0.22 -0.20
H 2.832 -0.673 -5.853 -0.04 0.00 -0.57
H -1.209 -1.491 -7.262 0.29 0.00 -0.30
H -1.892 -1.820 -4.925 -0.03 -0.29 -0.22
H -0.974 -2.077 -2.609 -0.25 0.22 -0.50
H 2.188 -0.725 -8.213 0.20 0.11 0.65
C 3.009 -4.116 -2.231 -0.31 -0.02 -0.49
C 3.779 -3.880 -1.126 0.54 1.62 1.76
C 3.155 -3.516 0.062 -1.77 -0.28 0.38
C 1.753 -3.517 0.140 -0.14 -0.43 -0.03
C 0.942 -3.846 -0.945 1.60 0.12 -0.22
C 1.619 -4.082 -2.144 -0.10 -0.73 -0.11
O 0.858 -4.372 -3.229 -0.70 -0.03 -0.30
O 3.853 -3.099 1.183 0.73 0.21 -0.41
H 3.485 -4.307 -3.186 -0.08 -0.03 -0.04
H 4.841 -3.663 -1.094 0.15 -0.71 -0.55
H 1.282 -3.296 1.092 0.04 0.10 0.07
H -0.132 -3.943 -0.907 -0.06 0.16 0.10
H 1.362 -4.793 -3.932 0.17 0.14 0.06
H 3.555 -3.549 1.976 -0.17 -0.22 -0.13
C -3.076 3.608 -4.009 0.97 -0.22 1.04
C -2.393 2.939 -2.999 0.26 -1.31 -0.50
C -1.265 2.172 -3.306 0.07 0.17 0.37
C -0.679 2.264 -4.552 -0.31 0.05 -0.38
C -1.322 2.987 -5.551 0.18 0.72 -0.04
C -2.492 3.680 -5.282 -1.13 0.02 0.46
O -3.113 4.414 -6.271 0.26 -0.42 -0.02
O -0.716 1.332 -2.348 -0.28 0.25 0.24
H -4.004 4.020 -3.630 -0.16 0.52 -0.91
H -2.807 2.821 -2.006 -0.11 0.19 0.02
H 0.254 1.754 -4.748 -0.04 -0.12 -0.05
H -0.884 3.114 -6.532 0.01 -0.18 -0.04
H -4.056 4.395 -6.077 0.00 0.22 -0.09
H -0.785 0.411 -2.652 0.20 0.16 -0.07
C -0.304 -3.119 4.263 -1.25 0.58 0.87
C -1.669 -2.862 4.103 -0.29 0.81 -0.06
C -2.404 -2.247 5.118 -0.43 -0.07 0.13
C -1.818 -1.977 6.326 0.81 -0.53 1.63
C -0.511 -2.362 6.577 0.89 0.71 -1.18
C 0.268 -2.775 5.504 0.10 -1.45 -0.73
O 1.591 -3.036 5.720 0.30 0.17 0.32
O -3.740 -1.990 4.928 0.01 -0.06 -0.78
H 0.213 -3.666 3.486 0.32 0.21 0.02
H -2.216 -2.999 3.178 0.24 -0.44 -0.10
H -2.308 -1.617 7.226 -0.66 0.16 -0.44
H -0.013 -2.234 7.528 -0.20 0.08 0.11
H 1.960 -3.467 4.946 -0.04 -0.06 0.01
H -4.166 -1.699 5.737 0.18 -0.23 0.23
C 8.179 -0.926 2.647 0.19 0.92 -0.62
C 6.844 -0.792 2.967 -0.08 -1.00 0.67
C 6.354 -1.662 3.930 -0.54 -0.35 0.59
C 7.157 -2.563 4.610 0.97 0.67 -0.31
C 8.548 -2.514 4.406 -0.89 -0.68 -0.55
C 9.041 -1.767 3.340 -0.13 0.30 0.30
O 10.369 -1.803 2.982 -0.44 -0.25 0.12
O 5.025 -1.567 4.319 -0.57 0.60 -0.50
H 8.522 -0.296 1.834 0.43 -0.21 0.05
H 6.174 -0.110 2.464 0.10 0.04 -0.13
H 6.693 -3.250 5.304 0.18 0.09 0.26
H 9.198 -3.155 4.988 0.07 -0.01 -0.04
H 10.673 -2.682 3.236 0.35 0.17 -0.06
H 4.604 -2.425 4.394 0.29 -0.19 0.13
C -4.534 0.310 -3.015 -0.71 1.53 0.69
O -5.149 -0.950 -3.309 1.67 -1.63 0.18
P -4.248 -2.274 -3.138 -2.49 0.24 -0.15
O -2.897 -2.069 -2.586 -0.19 -0.50 -0.16
O -5.245 -3.182 -2.221 1.35 0.53 -1.40
C -4.699 -4.299 -1.489 -1.02 0.92 1.41
O -4.331 -2.925 -4.604 0.02 0.43 1.51
C -3.877 -4.278 -4.713 1.69 0.09 -1.44
H -5.061 0.753 -2.166 -0.24 -0.10 -0.11
H -4.721 0.980 -3.850 0.23 -0.13 -0.12
H -3.491 0.344 -2.702 0.15 -0.77 -0.56
H -3.857 -4.818 -1.934 -0.07 0.10 -0.14
H -5.558 -4.937 -1.281 0.25 -0.33 -0.40
H -4.466 -3.855 -0.513 0.60 -0.48 -0.09
H -3.046 -4.538 -4.049 -0.59 0.09 0.71
H -3.299 -4.271 -5.646 -0.62 -0.31 -0.25
H -4.680 -5.006 -4.758 -0.10 0.14 0.26
C 2.684 5.204 3.350 0.10 0.23 0.85
O 2.705 4.402 2.182 0.41 -0.89 -0.68
P 4.059 3.776 1.596 0.59 0.31 0.98
O 3.895 2.654 0.654 -0.55 0.48 0.16
O 4.856 5.034 1.077 -0.21 -0.51 0.11
C 5.120 5.298 -0.337 -0.18 -0.94 0.86
O 4.923 3.355 2.908 -1.58 1.14 -1.48
C 4.282 2.560 3.890 0.71 -1.08 1.59
H 2.116 4.674 4.117 -0.14 0.05 -0.12
H 2.223 6.171 3.156 -0.09 -0.12 -0.26
H 3.671 5.385 3.781 0.11 -0.05 -0.30
H 4.419 4.740 -0.956 -0.11 0.22 -0.03
H 6.111 4.881 -0.503 0.13 0.60 -0.36
H 4.999 6.371 -0.426 0.34 -0.03 -0.37
H 4.626 1.535 3.729 0.22 0.08 0.50
H 3.206 2.445 4.072 -0.29 0.88 -1.37
H 4.588 2.987 4.848 0.48 -0.49 -0.03
C -7.103 0.084 -0.045 -0.58 0.25 -0.58
O -7.340 1.501 -0.066 -0.44 0.17 -0.46
P -8.081 2.156 -1.334 0.85 0.09 1.62
O -7.211 2.291 -2.507 -0.63 0.05 -0.20
O -9.399 1.296 -1.464 0.10 -1.07 0.12
C -10.419 1.546 -2.402 -0.54 0.21 -1.58
O -8.574 3.484 -0.616 0.29 -0.21 -0.94
C -9.115 4.530 -1.453 0.61 1.17 1.37
H -7.961 -0.389 0.432 0.15 -0.15 0.09
H -6.182 -0.120 0.493 -0.04 0.16 0.06
H -7.031 -0.276 -1.074 0.18 -0.25 0.09
H -11.256 2.073 -1.947 0.28 0.36 0.03
H -10.868 0.672 -2.885 0.46 -0.61 0.84
H -10.011 2.033 -3.295 -0.08 0.61 0.35
H -8.990 4.405 -2.524 -0.35 -0.47 0.02
H -8.546 5.426 -1.186 0.05 -0.05 -0.18
H -10.110 4.732 -1.059 -0.28 -0.26 -0.69
```
Positions in Å, forces in eV/Å.

Calculated values
LUMO level   -1.9 eV
HOMO level   -0.34824 hartree
Total charge   +1